(a)
The following is a DFT calculation (ωB97M-V with the def2-TZVPD basis set) of the molecule C23H26N4O4.

Geometry as XYZ:
```
57
Properties=species:S:1:pos:R:3
C 0.405 4.333 1.000
C -0.847 3.973 0.792
C -1.497 3.898 -0.557
C -1.993 2.499 -0.817
C -1.232 1.601 -1.544
C -1.685 0.309 -1.752
C -2.894 -0.111 -1.227
C -3.675 0.792 -0.481
C -3.213 2.085 -0.291
H -3.797 2.792 0.277
O -4.847 0.302 0.004
C -5.677 1.159 0.744
H -6.548 0.564 1.016
H -6.001 2.021 0.151
H -5.184 1.511 1.657
O -3.413 -1.368 -1.451
C -2.596 -2.461 -1.104
C -2.523 -2.667 0.417
O -1.925 -1.582 1.100
C -0.649 -1.184 0.877
C -0.392 0.132 1.260
C 0.847 0.707 1.110
C 1.886 -0.038 0.555
C 1.649 -1.367 0.190
C 0.411 -1.960 0.352
O 0.139 -3.260 0.020
C 1.174 -4.107 -0.445
C 2.083 -4.599 0.677
H 2.606 -3.772 1.150
H 1.492 -5.110 1.433
H 2.814 -5.294 0.273
H 1.753 -3.614 -1.234
H 0.641 -4.953 -0.888
H 2.482 -1.912 -0.221
C 3.187 0.553 0.375
N 4.156 -0.124 -0.107
N 5.377 0.425 -0.278
C 6.452 -0.282 -0.748
N 7.497 0.478 -0.817
N 7.142 1.709 -0.398
C 5.888 1.682 -0.076
H 5.334 2.521 0.288
H 6.402 -1.317 -1.009
H 3.281 1.599 0.677
H 1.003 1.734 1.401
H -1.217 0.693 1.668
H -3.539 -2.693 0.819
H -2.012 -3.610 0.632
H -1.585 -2.355 -1.513
H -3.070 -3.337 -1.552
H -1.088 -0.375 -2.337
H -0.283 1.906 -1.958
H -0.783 4.192 -1.327
H -2.341 4.593 -0.580
H -1.480 3.692 1.624
H 0.830 4.380 1.989
H 1.055 4.616 0.188
```

Properties
structure (SMILES) = C=CCc1ccc(OCCOc2ccc(/C=N/n3cnnc3)cc2OCC)c(OC)c1
E_HOMO = -0.2991 Eh
2S+1 = 1
charge = 0
LUMO energy = -0.0039 Ha

***

(b)
The following is a DFT calculation (ωB97M-V with the def2-TZVPD basis set) of the molecule C23H26N4O4.

Geometry as XYZ:
```
57
Properties=species:S:1:pos:R:3
C -6.079 -3.459 -0.738
C -5.914 -1.985 -0.613
C -4.779 -1.321 -0.057
C -4.778 -0.073 0.175
C -5.906 0.581 -0.287
C -7.103 0.120 -0.676
C -7.211 -1.281 -0.808
H -8.024 -1.555 -1.557
H -7.936 0.869 -1.079
H -5.879 1.762 0.089
N -3.793 0.736 0.869
C -3.062 -0.180 1.651
H -2.542 0.210 2.416
C -1.729 -0.906 1.150
N -0.960 -0.028 0.293
C 0.337 -0.120 0.504
C 1.111 -1.475 0.638
C 2.395 -1.495 0.505
C 3.308 -0.237 -0.019
C 2.573 0.931 0.013
C 1.184 1.025 0.006
N 0.643 2.473 0.318
O -0.194 2.736 0.943
O 1.315 3.278 -0.278
H 3.177 1.933 -0.590
N 4.698 -0.461 -0.167
C 5.384 -0.989 0.959
O 4.891 -0.777 2.009
C 6.780 -0.984 0.851
C 7.226 -1.420 -0.608
C 6.579 -0.275 -1.696
C 5.044 -0.312 -1.582
O 4.337 -0.012 -2.332
H 6.731 -0.780 -2.709
H 6.954 0.545 -1.476
H 8.315 -1.216 -0.782
H 6.821 -2.374 -1.040
H 7.237 -1.630 1.749
H 7.294 0.071 0.967
H 2.789 -2.272 0.667
H 0.582 -2.269 0.991
C -1.876 0.823 -0.285
H -2.297 0.004 -1.206
C -2.916 1.372 0.225
H -2.513 2.168 0.925
C -3.387 2.397 -0.793
H -2.701 2.997 -1.173
H -3.910 1.772 -1.541
H -4.235 3.186 -0.375
H -1.238 1.497 -1.043
H -2.059 -1.726 0.368
H -1.144 -1.410 1.860
H -3.423 -0.947 2.130
H -4.066 -2.161 0.342
H -5.095 -3.892 -1.164
H -6.926 -3.628 -1.252
H -6.276 -4.032 0.064
```

Properties
structure (SMILES) = Cc1cccc(N2CCN(c3ccc(N4C(=O)CCCC4=O)cc3[N+](=O)[O-])C[C@H]2C)c1
E_HOMO = -0.2707 Eh
2S+1 = 1
charge = 0
LUMO energy = 0.0120 Ha

***

Verdict on stability: (b) comes out at the bottom.

***

(a)
The following is a DFT calculation (ωB97M-V with the def2-TZVPD basis set) of the ion C6H12NS with charge +1.

Geometry as XYZ:
```
20
Properties=species:S:1:pos:R:3
C 0.236 0.742 -0.207
C -1.328 0.211 -0.033
C 2.103 -0.818 -0.523
C 1.327 0.066 0.412
C -2.208 1.120 0.747
C -1.918 -0.816 -0.740
N 2.762 0.170 0.272
S -3.168 -1.913 -0.113
H 0.372 0.680 -1.294
H 0.068 1.753 0.074
H 2.258 -1.829 -0.432
H 1.998 -0.690 -1.486
H 1.013 -0.327 1.402
H -3.218 0.807 1.063
H -1.566 1.470 1.602
H -2.469 2.056 0.214
H -1.177 -1.341 -1.407
H 3.217 -0.258 1.081
H 3.294 1.069 -0.026
H -2.487 -3.065 -0.388
```

Properties
structure (SMILES) = C/C(=C\S)C[C@H]1C[NH2+]1
E_HOMO = -0.4173 Eh
2S+1 = 1
charge = +1
LUMO energy = -0.1348 Ha

***

(b)
The following is a DFT calculation (ωB97M-V with the def2-TZVPD basis set) of the ion C6H12NS with charge +1.

Geometry as XYZ:
```
20
Properties=species:S:1:pos:R:3
C 2.906 1.066 0.001
C -1.545 -0.204 -0.280
C -0.556 0.925 -0.747
C -1.043 -1.306 0.617
C 0.528 1.444 0.152
C 0.075 -2.131 0.116
N 1.727 0.583 0.070
S 1.695 -1.476 0.558
H 3.693 0.469 -0.148
H 3.249 2.180 0.138
H -2.319 0.384 0.239
H -1.977 -0.829 -1.062
H 0.031 0.505 -1.574
H -1.000 1.898 -0.943
H -1.008 -0.868 1.669
H -1.859 -1.901 0.771
H 1.035 2.460 -0.127
H 0.064 1.484 1.095
H 0.321 -3.126 0.653
H 0.193 -2.408 -0.995
```

Properties
structure (SMILES) = C=[N+]1CCCCCS1
E_HOMO = -0.5129 Eh
2S+1 = 1
charge = +1
LUMO energy = -0.1988 Ha

***

Verdict on stability: (a) comes out at the bottom.

***

(a)
The following is a DFT calculation (ωB97M-V with the def2-TZVPD basis set) of a structure of composition C24H18CsF9N5O.

Geometry as XYZ:
```
58
Properties=species:S:1:pos:R:3
Cs 0.030 -1.670 0.091
C -4.063 3.963 -3.102
C -3.059 3.347 -2.167
C -1.787 3.888 -1.987
C -0.856 3.324 -1.138
C -1.120 2.147 -0.398
N -0.193 1.479 0.337
C 0.682 2.190 1.097
C 0.363 3.391 1.773
C 1.226 3.986 2.672
C 2.480 3.456 2.966
C 3.410 4.108 3.952
C 2.841 2.305 2.279
C 1.985 1.706 1.371
N 2.481 0.557 0.671
C 2.753 0.470 -0.647
C 3.332 -0.761 -0.865
C 3.371 -1.352 0.411
N 2.863 -0.551 1.338
C -2.434 1.648 -0.561
C -3.360 2.216 -1.421
N -2.884 0.542 0.236
C -3.482 0.626 1.439
C -3.824 -0.653 1.819
C -3.376 -1.454 0.755
N -2.805 -0.727 -0.198
H -3.610 4.765 -3.688
H -4.914 4.394 -2.567
H -4.464 3.233 -3.809
H -1.511 4.779 -2.544
H 0.125 3.775 -1.049
H -0.614 3.831 1.613
H 0.905 4.891 3.181
H 2.884 4.849 4.556
H 4.244 4.621 3.464
H 3.842 3.377 4.640
H 3.807 1.837 2.433
H 2.505 1.286 -1.305
H 3.660 -1.177 -1.801
H 3.712 -2.337 0.688
H -4.337 1.748 -1.487
H -3.604 1.586 1.912
H -4.311 -0.958 2.728
H -3.436 -2.525 0.640
F 1.131 -6.297 -3.314
C 1.139 -5.148 -2.602
F 0.383 -4.275 -3.269
F 2.399 -4.680 -2.638
C 0.657 -5.302 -1.123
O 0.403 -4.103 -0.607
C 1.781 -6.016 -0.306
F 1.299 -6.487 0.857
F 2.771 -5.175 -0.004
F 2.343 -7.066 -0.947
C -0.624 -6.194 -1.098
F -1.258 -6.097 0.071
F -0.381 -7.507 -1.304
F -1.494 -5.809 -2.045
```

Properties
E_HOMO = -0.1475 Eh
2S+1 = 1
charge = -1
LUMO energy = 0.0821 Ha

***

(b)
The following is a DFT calculation (ωB97M-V with the def2-TZVPD basis set) of a structure of composition C24H18CsF9N5O.

Geometry as XYZ:
```
58
Properties=species:S:1:pos:R:3
Cs -0.005 -1.634 0.126
C -3.945 3.892 -3.286
C -2.976 3.315 -2.287
C -1.707 3.863 -2.091
C -0.809 3.332 -1.186
C -1.112 2.187 -0.413
N -0.216 1.518 0.362
C 0.635 2.222 1.155
C 0.297 3.412 1.839
C 1.138 3.987 2.773
C 2.381 3.439 3.086
C 3.294 4.070 4.105
C 2.762 2.302 2.386
C 1.928 1.728 1.443
N 2.409 0.612 0.694
C 2.470 0.541 -0.653
C 3.087 -0.647 -0.969
C 3.372 -1.233 0.280
N 2.959 -0.467 1.282
C -2.425 1.698 -0.581
C -3.318 2.227 -1.497
N -2.869 0.649 0.284
C -3.148 0.791 1.592
C -3.552 -0.440 2.059
C -3.474 -1.273 0.930
N -3.049 -0.614 -0.141
H -3.462 4.655 -3.897
H -4.803 4.357 -2.795
H -4.332 3.123 -3.958
H -1.410 4.725 -2.681
H 0.175 3.775 -1.080
H -0.675 3.851 1.648
H 0.812 4.884 3.291
H 2.745 4.771 4.736
H 4.109 4.624 3.631
H 3.745 3.318 4.755
H 3.728 1.842 2.561
H 2.050 1.323 -1.261
H 3.287 -1.046 -1.949
H 3.823 -2.190 0.491
H -4.301 1.775 -1.576
H -3.026 1.745 2.076
H -3.855 -0.697 3.059
H -3.697 -2.326 0.851
F 1.047 -6.406 -3.384
C 1.087 -5.259 -2.674
F 0.288 -4.387 -3.299
F 2.342 -4.780 -2.782
C 0.678 -5.405 -1.163
O 0.411 -4.238 -0.628
C 1.865 -6.122 -0.420
F 1.458 -6.628 0.759
F 2.849 -5.255 -0.149
F 2.422 -7.141 -1.110
C -0.564 -6.369 -1.100
F -1.167 -6.292 0.091
F -0.271 -7.672 -1.307
F -1.483 -6.028 -2.024
```

Properties
E_HOMO = -0.1502 Eh
2S+1 = 1
charge = -1
LUMO energy = 0.0804 Ha

***

Verdict on stability: (a) comes out at the bottom.

***

(a)
The following is a DFT calculation (ωB97M-V with the def2-TZVPD basis set) of a structure of composition C26H43BN5Se2V.

Geometry as XYZ:
```
78
Properties=species:S:1:pos:R:3
V 0.170 -2.079 -1.003
C 2.784 -2.398 1.333
C 1.826 -1.233 1.609
C 1.362 -1.303 3.068
C 2.591 0.085 1.419
C 0.631 -1.232 0.653
H 3.703 -2.283 1.918
H 3.063 -2.442 0.276
H 2.331 -3.357 1.606
H 2.213 -1.337 3.761
H 0.759 -2.199 3.242
H 0.752 -0.427 3.318
H 3.471 0.124 2.076
H 1.944 0.935 1.664
H 2.924 0.189 0.383
H -0.136 -0.540 1.038
B 4.246 -1.344 -3.242
C 2.830 -1.567 -2.554
N 1.822 -1.756 -2.021
H 4.838 -2.412 -3.160
H 4.075 -1.018 -4.403
H 4.819 -0.474 -2.607
C -1.197 -4.027 1.559
N -0.148 -4.625 0.746
C 0.186 -5.963 0.830
C 1.052 -6.208 -0.166
N 1.220 -5.010 -0.835
C 2.022 -4.893 -2.048
C 0.454 -4.005 -0.309
Se -1.871 -2.893 -1.859
H -1.333 -4.650 2.442
H -2.113 -3.957 0.974
H -0.896 -3.023 1.847
H -0.221 -6.612 1.587
H 1.569 -7.107 -0.450
H 2.622 -5.796 -2.147
H 2.681 -4.037 -1.991
H 1.371 -4.785 -2.913
C -5.480 2.280 0.467
C -4.483 2.374 -0.687
C -3.915 1.024 -1.111
C -2.939 0.390 -0.133
N -1.771 1.242 0.153
C -0.725 1.418 -0.692
Se -0.489 0.558 -2.296
N 0.130 2.282 -0.085
C 1.371 2.801 -0.654
C 1.259 4.271 -1.036
C 0.231 4.555 -2.127
C 0.659 4.040 -3.501
C -0.357 2.633 1.169
C 0.173 3.423 2.174
C -0.557 3.534 3.348
C -1.776 2.860 3.506
C -2.293 2.061 2.497
C -1.566 1.967 1.323
H -5.942 3.247 0.681
H -5.006 1.940 1.391
H -6.281 1.572 0.231
H -3.664 3.050 -0.420
H -4.979 2.830 -1.548
H -3.397 1.110 -2.068
H -4.728 0.306 -1.262
H -2.575 -0.553 -0.545
H -3.405 0.174 0.830
H 1.600 2.169 -1.511
H 2.158 2.648 0.086
H 2.248 4.598 -1.373
H 1.020 4.856 -0.143
H 0.063 5.634 -2.174
H -0.727 4.106 -1.846
H 1.667 4.387 -3.750
H -0.016 4.395 -4.283
H 0.655 2.949 -3.537
H 1.130 3.916 2.059
H -0.174 4.142 4.157
H -2.322 2.956 4.436
H -3.215 1.513 2.636
```

Properties
E_HOMO (spin up / spin down) = -0.1116 / -0.1235 Eh
2S+1 = 2
charge = -1
LUMO energy (spin up / spin down) = 0.0905 / 0.0905 Ha

***

(b)
The following is a DFT calculation (ωB97M-V with the def2-TZVPD basis set) of a structure of composition C26H43BN5Se2V.

Geometry as XYZ:
```
78
Properties=species:S:1:pos:R:3
V -1.018 -0.354 -1.605
C -0.635 -4.003 -1.309
C -2.041 -3.401 -1.201
C -3.002 -4.199 -2.097
C -2.527 -3.547 0.252
C -2.053 -1.935 -1.570
H -0.580 -4.955 -0.771
H 0.108 -3.314 -0.903
H -0.369 -4.194 -2.352
H -2.989 -5.261 -1.830
H -2.722 -4.117 -3.150
H -4.026 -3.832 -1.988
H -2.634 -4.606 0.512
H -3.493 -3.056 0.389
H -1.817 -3.085 0.939
H -3.071 -1.561 -1.796
B -3.759 3.613 -1.405
C -2.971 2.246 -1.383
N -2.351 1.271 -1.423
H -2.935 4.479 -1.158
H -4.218 3.750 -2.521
H -4.623 3.578 -0.556
C -0.477 -2.227 -4.546
N -0.530 -0.788 -4.711
C -0.119 -0.138 -5.857
C -0.117 1.178 -5.570
N -0.526 1.295 -4.259
C -0.493 2.544 -3.516
C -0.752 0.082 -3.698
Se 1.316 -0.523 -1.564
H -0.342 -2.685 -5.525
H -1.399 -2.577 -4.090
H 0.352 -2.483 -3.886
H 0.121 -0.664 -6.763
H 0.121 2.032 -6.178
H -0.144 3.332 -4.182
H 0.203 2.434 -2.683
H -1.480 2.800 -3.142
C 3.412 -2.582 4.591
C 2.131 -1.755 4.547
C 1.176 -2.176 3.432
C 1.625 -1.766 2.034
N 1.641 -0.319 1.859
C 0.555 0.404 1.495
Se -1.155 -0.255 1.327
N 0.965 1.675 1.268
C 0.137 2.761 0.767
C -0.101 3.838 1.820
C -0.969 3.369 2.988
C -2.437 3.208 2.612
C 2.339 1.745 1.402
C 3.230 2.788 1.213
C 4.575 2.519 1.415
C 5.009 1.248 1.794
C 4.114 0.204 1.981
C 2.771 0.474 1.779
H 4.066 -2.261 5.404
H 3.980 -2.501 3.662
H 3.183 -3.639 4.740
H 2.374 -0.694 4.435
H 1.618 -1.845 5.508
H 0.185 -1.751 3.596
H 1.057 -3.264 3.441
H 0.955 -2.159 1.269
H 2.627 -2.126 1.800
H -0.800 2.319 0.432
H 0.637 3.171 -0.113
H -0.589 4.681 1.320
H 0.863 4.200 2.190
H -0.874 4.089 3.807
H -0.581 2.417 3.366
H -2.846 4.140 2.219
H -3.029 2.912 3.479
H -2.569 2.439 1.851
H 2.891 3.769 0.908
H 5.302 3.307 1.269
H 6.067 1.068 1.935
H 4.458 -0.783 2.256
```

Properties
E_HOMO (spin up / spin down) = -0.1141 / -0.1289 Eh
2S+1 = 2
charge = -1
LUMO energy (spin up / spin down) = 0.0986 / 0.0986 Ha

***

Verdict on stability: (a) comes out at the bottom.

***

(a)
The following is a DFT calculation (ωB97M-V with the def2-TZVPD basis set) of a cluster of 2 separate species, C2H11N3 in total.

Geometry as XYZ:
```
16
Properties=species:S:1:pos:R:3
N 0.320 -3.323 0.492
H 0.289 -3.397 1.482
H 1.235 -3.652 0.202
H 0.288 -2.344 0.286
C -0.042 1.493 0.404
C -0.237 0.592 -0.839
N -0.817 -0.713 -0.356
N 0.955 2.514 0.083
H -1.103 1.892 0.680
H 0.297 0.952 1.283
H -0.828 1.126 -1.687
H 0.747 0.337 -1.288
H -1.257 -1.161 -1.145
H -1.583 -0.507 0.278
H 0.702 3.043 -0.748
H 1.036 3.148 0.873
```

Properties
E_HOMO (spin up / spin down) = 0.0512 / -0.1957 Eh
2S+1 = 2
charge = -1
LUMO energy (spin up / spin down) = 0.1560 / 0.1531 Ha

***

(b)
The following is a DFT calculation (ωB97M-V with the def2-TZVPD basis set) of a cluster of 2 separate species, C2H11N3 in total.

Geometry as XYZ:
```
16
Properties=species:S:1:pos:R:3
C 2.765 1.212 1.608
N 3.074 1.139 2.987
H 2.844 0.137 1.290
H 3.459 1.843 0.966
H 1.753 1.573 1.607
H 3.970 0.761 3.180
H 2.791 1.820 3.625
N -3.099 -2.122 -1.452
C -2.003 -1.229 -1.749
N -2.265 0.234 -2.294
H -4.014 -1.729 -1.443
H -3.004 -2.296 -0.508
H -1.239 -1.025 -0.981
H -1.381 -1.830 -2.361
H -2.104 0.881 -1.534
H -1.548 0.630 -2.942
```

Properties
E_HOMO (spin up / spin down) = 0.0468 / -0.2057 Eh
2S+1 = 2
charge = -1
LUMO energy (spin up / spin down) = 0.1448 / 0.1455 Ha

***

Verdict on stability: (b) comes out at the bottom.

***

(a)
The following is a DFT calculation (ωB97M-V with the def2-TZVPD basis set) of a structure of composition HNO2PS.

Geometry as XYZ:
```
6
Properties=species:S:1:pos:R:3
N -0.714 1.528 0.666
O 0.505 3.068 2.055
O -0.084 -0.377 1.966
P -0.921 -0.192 0.660
S -0.196 1.766 2.099
H 0.165 -0.125 -0.537
```

Properties
E_HOMO = -0.1401 Eh
2S+1 = 1
charge = -1
LUMO energy = 0.1523 Ha

***

(b)
The following is a DFT calculation (ωB97M-V with the def2-TZVPD basis set) of the ion HNO2PS with charge -1.

Geometry as XYZ:
```
6
Properties=species:S:1:pos:R:3
N -0.369 -1.058 0.641
O 1.553 -0.499 -0.797
O -0.622 0.811 -0.911
P -0.998 0.450 0.763
S 0.132 -0.813 -0.920
H 0.305 1.108 1.223
```

Properties
structure (SMILES) = [O-][S@@]12=N[P@@H]=1O2
E_HOMO = -0.1225 Eh
2S+1 = 1
charge = -1
LUMO energy = 0.1454 Ha

***

Verdict on stability: (b) comes out at the bottom.